25
Properties=species:S:1:pos:R:3:lowdin_charge:R:1 method="wB97M-V/def2-TZVPD" lumo_ev=0.5 de_lowest_kj_mol=200.9 gap_ev=9.2 multiplicity=1
C 3.1364 -0.4190 0.4911 0.06
C 2.0228 -0.5976 -0.2526 -0.40
C 1.3212 -1.9925 -0.3882 -0.03
C 1.3620 0.4290 -0.9008 -0.11
C 0.1758 1.0896 -0.8614 -0.05
C -1.0495 0.6699 -0.1322 -0.60
C -0.7045 0.2332 1.3544 -0.05
C -1.9891 1.9035 -0.0483 -0.08
N -1.6650 -0.5243 -0.8612 -0.33
S -3.0646 -1.2235 -0.0017 0.74
H 3.6342 0.4538 0.6638 0.03
H 3.5847 -1.2154 1.1026 0.07
H 0.4909 -1.8981 0.3993 0.08
H 2.1101 -2.7738 -0.2719 0.08
H 0.8294 -1.9280 -1.3996 0.08
H 2.1947 1.0531 -1.3454 0.14
H 0.0210 1.7986 -1.6823 0.11
H -0.7588 1.0403 2.1598 0.11
H 0.3263 0.2038 1.4815 0.03
H -1.1824 -0.6802 1.6122 0.02
H -1.4686 2.6403 0.5595 0.07
H -2.8885 1.6320 0.5861 0.08
H -2.3503 2.3562 -1.0337 0.10
H -1.8182 -0.1226 -1.7284 0.03
H -2.2700 -2.1282 0.4977 -0.17



236
Properties=species:S:1:pos:R:3:lowdin_charge:R:1 method="wB97M-V/def2-TZVPD" lumo_ev=0.5 smiles=CCN(CC)CC.CCN(CC)CC.CCN(CC)CC.CCN(CC)CC.CCN(CC)CC.CCN(CC)CC.CCN(CC)CC.CCN(CC)CC.CCN(CC)CC.CCN(CC)CC.BrCCBr.BrCCBr gap_ev=8.6 multiplicity=1
C 13.5191 9.7639 11.1496 -0.06
C 14.9241 9.4644 11.7190 -0.25
N 15.0632 9.8468 13.1085 -0.22
C 16.4946 9.9400 13.4494 -0.25
C 17.1997 10.9539 12.5529 -0.10
C 14.2893 9.0085 14.0557 -0.27
C 14.5030 9.2880 15.5347 -0.10
H 13.6223 9.8166 10.0488 0.08
H 13.1456 10.7162 11.5365 0.05
H 12.8475 8.9110 11.3429 0.08
H 15.0330 8.3427 11.6098 0.13
H 15.6947 9.8839 11.1426 0.06
H 16.6563 10.2876 14.5174 0.11
H 16.9982 8.9306 13.3481 0.13
H 16.5791 11.8039 12.4577 0.01
H 18.0551 11.2510 13.2190 0.08
H 17.5439 10.4734 11.6148 0.07
H 14.5643 7.9504 13.8731 0.12
H 13.2348 9.1209 13.7751 0.09
H 15.3977 8.7498 15.9022 0.08
H 13.5807 8.9023 16.0492 0.09
H 14.4974 10.3825 15.6994 0.06
C 16.1876 17.2588 11.0239 -0.12
C 15.9200 18.6332 11.6364 -0.24
N 17.1243 19.3115 12.1909 -0.17
C 18.2055 19.6037 11.2200 -0.25
C 19.4900 19.7614 11.9828 -0.09
C 16.6918 20.5172 12.8743 -0.28
C 16.4660 20.4503 14.3703 -0.09
H 16.6851 16.5772 11.7092 0.03
H 16.9398 17.3347 10.2163 0.06
H 15.2963 16.7633 10.5580 0.07
H 15.5143 19.2601 10.8097 0.12
H 15.1148 18.5401 12.3815 0.11
H 18.3236 18.7826 10.4690 0.11
H 17.9488 20.4545 10.5843 0.11
H 19.3910 20.6368 12.5999 0.06
H 19.6651 18.8376 12.5462 0.05
H 20.3317 19.9475 11.2943 0.09
H 15.7906 20.9817 12.4719 0.11
H 17.4661 21.3199 12.7350 0.12
H 15.8766 19.6041 14.7724 0.07
H 15.9500 21.2917 14.7812 0.05
H 17.4241 20.4383 14.9644 0.05
C 18.0234 13.7273 10.5248 -0.09
C 17.8909 12.8588 9.2644 -0.23
N 18.9418 11.8265 9.1322 -0.20
C 18.6629 10.9040 8.0798 -0.29
C 17.7415 9.7109 8.5183 -0.06
C 20.3692 12.3043 9.1921 -0.22
C 20.9165 13.1323 8.0057 -0.09
H 18.8784 14.3621 10.4330 0.05
H 18.0181 13.1749 11.4221 0.03
H 17.1492 14.4258 10.5121 0.05
H 16.9724 12.2869 9.3149 0.10
H 17.8873 13.5135 8.3393 0.13
H 18.0930 11.4710 7.2786 0.11
H 19.6078 10.6412 7.5444 0.12
H 18.4249 9.2179 9.2361 0.08
H 16.8381 10.1154 9.0254 0.06
H 17.4295 9.1111 7.7192 0.04
H 21.0234 11.4464 9.2688 0.10
H 20.4561 12.8892 10.1494 0.09
H 21.9462 13.1831 8.2166 0.03
H 20.5545 14.1979 7.9297 0.08
H 20.6836 12.6831 7.0126 0.08
C 9.2904 15.1488 16.3549 -0.10
C 10.5334 15.3217 17.2273 -0.28
N 11.7628 15.4132 16.4494 -0.16
C 11.7937 16.6931 15.6835 -0.26
C 13.0028 17.0286 14.8830 -0.08
C 12.8949 15.1884 17.3369 -0.27
C 13.1088 16.1643 18.5083 -0.06
H 9.1585 15.9837 15.7616 0.02
H 8.4318 14.8931 17.0224 0.09
H 9.3426 14.3639 15.5509 0.08
H 10.2643 16.2166 17.8397 0.12
H 10.6970 14.3932 17.8340 0.13
H 11.4916 17.5617 16.2651 0.11
H 10.9740 16.5969 15.0095 0.09
H 12.8132 17.9000 14.2664 0.08
H 13.1946 16.1616 14.2152 0.07
H 13.8557 17.2409 15.5379 0.05
H 12.7185 14.2110 17.6960 0.09
H 13.8254 15.0744 16.7677 0.09
H 13.5096 17.0615 18.0465 0.04
H 12.1834 16.3536 19.0432 0.07
H 13.9072 15.7273 19.1369 0.08
C 12.7942 22.5893 18.5209 -0.10
C 12.5472 21.6308 19.6683 -0.25
N 13.7900 21.3921 20.4487 -0.19
C 13.5384 20.7606 21.6925 -0.26
C 14.8316 20.8694 22.6359 -0.08
C 14.8787 20.7353 19.6924 -0.25
C 14.5982 19.6001 18.7956 -0.10
H 13.1980 23.5795 18.8358 0.10
H 11.8550 22.6566 17.9678 0.07
H 13.4249 22.1685 17.7780 0.04
H 11.8234 22.1070 20.3891 0.13
H 12.1478 20.6513 19.3272 0.11
H 12.7502 21.1859 22.2233 0.08
H 13.3650 19.6773 21.7056 0.11
H 15.3109 21.8360 22.4948 0.07
H 14.5545 20.8092 23.6953 0.06
H 15.5844 20.0350 22.5483 0.07
H 15.6561 20.4728 20.4107 0.06
H 15.4137 21.5480 19.1215 0.14
H 14.3136 18.6738 19.2119 0.04
H 15.4883 19.3098 18.2677 0.06
H 13.9251 19.8794 17.9722 0.08
C 25.5316 14.2481 9.8762 -0.09
C 24.4693 13.3697 10.5165 -0.28
N 24.4047 13.4208 11.9566 -0.19
C 25.4222 12.6297 12.6654 -0.28
C 26.0554 13.4064 13.7820 -0.10
C 23.0830 13.2652 12.5596 -0.26
C 22.0380 14.3013 12.2150 -0.08
H 25.3852 15.3454 9.9433 0.08
H 25.5333 13.9011 8.8434 0.07
H 26.5153 13.9731 10.3127 0.07
H 23.5008 13.7092 10.0865 0.10
H 24.6947 12.3414 10.1867 0.12
H 24.9303 11.6611 12.9475 0.12
H 26.1877 12.2650 12.0039 0.10
H 26.4796 14.2958 13.3120 0.07
H 25.4424 13.6001 14.6618 0.05
H 26.9003 12.7122 14.2388 0.11
H 23.1919 13.3285 13.6500 0.08
H 22.7325 12.2488 12.4093 0.11
H 21.0804 14.0306 12.7424 0.08
H 21.8957 14.3809 11.1104 0.06
H 22.2861 15.3184 12.4889 0.06
C 19.0885 16.5668 13.4152 -0.10
C 18.9888 15.4850 14.4344 -0.24
N 17.5914 14.9163 14.5208 -0.14
C 16.6448 15.9172 14.8818 -0.27
C 16.6832 16.4781 16.3479 -0.06
C 17.6562 13.8054 15.5105 -0.25
C 16.2753 13.2039 15.7364 -0.08
H 20.1430 16.8507 13.4495 0.06
H 18.4793 17.3919 13.6619 0.04
H 18.9107 16.1359 12.4493 0.07
H 19.7371 14.7509 14.3312 0.08
H 19.2198 16.0423 15.3819 0.10
H 16.7655 16.7351 14.1843 0.09
H 15.6742 15.4923 14.6210 0.07
H 17.6518 17.0171 16.5000 0.05
H 15.8458 17.1911 16.4338 0.05
H 16.5922 15.6061 17.0688 0.06
H 18.2648 14.0523 16.4021 0.10
H 18.3284 13.0809 15.0208 0.10
H 15.8107 12.8950 14.7986 0.04
H 15.5917 13.6996 16.4124 0.05
H 16.3893 12.1973 16.2186 0.07
C 17.1834 14.6007 21.2646 -0.05
C 17.6334 14.9408 19.7895 -0.24
N 18.3281 16.1987 19.8362 -0.20
C 17.3317 17.3055 19.8041 -0.22
C 17.8481 18.6256 20.3811 -0.06
C 19.3919 16.2885 18.8808 -0.27
C 20.5433 15.3633 19.2957 -0.06
H 16.6401 15.4566 21.6841 0.06
H 17.9687 14.4617 21.9700 0.06
H 16.6252 13.6826 21.2186 0.06
H 18.2655 14.0776 19.4909 0.09
H 16.8297 15.1026 19.1104 0.08
H 16.5530 16.9849 20.4531 0.08
H 16.8938 17.4786 18.7962 0.09
H 18.6127 19.1235 19.7806 0.06
H 18.3752 18.4366 21.3155 0.08
H 17.0527 19.3376 20.5538 0.03
H 18.9726 16.0183 17.8899 0.09
H 19.7854 17.2758 18.7764 0.07
H 21.3807 15.5509 18.6658 0.03
H 20.7451 15.5538 20.3573 0.08
H 20.1687 14.2758 19.2789 0.07
C 25.8486 18.1949 13.9339 -0.07
C 24.9464 17.2562 14.7183 -0.30
N 24.2858 17.7398 15.8600 -0.19
C 25.2001 18.2613 16.8546 -0.26
C 24.3649 19.1412 17.7708 -0.07
C 23.5105 16.5969 16.4533 -0.21
C 22.4150 15.9376 15.6125 -0.08
H 26.0924 17.6242 13.0271 0.08
H 26.7342 18.4695 14.4860 0.06
H 25.3765 19.1127 13.6007 0.05
H 24.1402 17.0407 14.0327 0.11
H 25.5711 16.3809 14.8391 0.11
H 25.7450 17.4347 17.3358 0.12
H 26.0042 18.8445 16.4788 0.09
H 24.8704 19.4443 18.6773 0.07
H 24.0887 20.0420 17.1666 0.08
H 23.4373 18.6740 18.0474 0.04
H 23.0040 16.9789 17.4123 0.11
H 24.2134 15.7454 16.6900 0.13
H 21.7263 16.5599 15.0732 0.04
H 21.7899 15.3901 16.3228 0.06
H 22.8972 15.2811 14.8961 0.05
C 21.7024 9.0103 18.5984 -0.09
C 20.9191 10.3066 18.6432 -0.28
N 20.0946 10.5556 17.4983 -0.18
C 18.8983 11.3246 17.8958 -0.27
C 17.8111 10.5303 18.5470 -0.08
C 20.8194 10.9444 16.2889 -0.22
C 21.5075 12.3180 16.2665 -0.05
H 21.1078 8.1284 18.2631 0.09
H 22.0525 8.7193 19.5795 0.06
H 22.5667 9.0536 17.9466 0.06
H 20.2611 10.1880 19.4281 0.07
H 21.6530 11.1072 18.8684 0.12
H 19.1905 12.1617 18.6255 0.11
H 18.5551 11.9114 17.0093 0.09
H 17.1898 11.1649 19.2582 0.10
H 17.2535 9.9051 17.8499 0.07
H 18.3523 9.8147 19.1455 0.06
H 20.1937 10.7858 15.4152 0.11
H 21.5921 10.1723 16.2575 0.10
H 22.1992 12.3261 17.0456 0.05
H 20.7609 13.0667 16.4570 0.05
H 22.0658 12.4368 15.3728 0.05
Br 19.9859 19.2795 16.3907 0.64
C 21.0983 20.6866 15.5344 -0.65
C 22.1227 20.0497 14.6531 -0.76
Br 23.0149 21.4328 13.7091 0.69
H 21.6229 21.1612 16.3618 0.05
H 20.4575 21.4034 15.0459 0.04
H 21.6346 19.4348 13.8593 0.05
H 22.8389 19.4424 15.1584 0.01
Br 14.6136 13.9607 12.0790 0.74
C 12.9566 13.2230 12.7471 -0.69
C 13.1949 12.3658 13.9520 -0.76
Br 11.5766 11.5965 14.6084 0.68
H 12.5814 12.6309 11.9303 0.02
H 12.1976 14.0035 12.9714 0.07
H 13.6729 12.8525 14.8280 0.04
H 13.9322 11.5352 13.7318 0.04



no.,M (u)
1,157.28
2,1387.65